1.
C23H67N10O11 | ωB97M-V/def2-TZVPD

ΔE to the lowest compared entry with this formula, charge and spin = 123.4 kcal per mole
multiplicity = 1
lowest unoccupied orbital energy = 2.0 eV
total charge = -1

```
111
C23H67N10O11 ωB97M-V/def2-TZVPD
C -7.149 27.311 -26.795
C -8.116 26.797 -27.893
C -9.380 27.681 -27.766
O -7.577 26.754 -29.128
H -6.830 28.345 -26.929
H -6.322 26.626 -26.606
H -7.663 27.384 -25.837
H -8.593 25.852 -27.633
H -9.839 27.434 -26.809
H -10.123 27.512 -28.546
H -9.077 28.728 -27.771
C -6.740 23.325 -30.261
O -6.483 22.256 -30.670
N -7.440 23.558 -29.216
N -6.356 24.422 -30.710
H -7.626 24.536 -29.050
H -7.965 22.805 -28.795
H -5.885 24.482 -31.602
H -6.628 25.279 -30.252
C -12.465 28.799 -30.241
O -13.595 28.465 -30.497
N -12.059 29.238 -29.129
N -11.401 28.700 -31.068
H -11.075 29.180 -28.908
H -12.773 29.394 -28.432
H -11.737 28.585 -32.014
H -10.472 28.907 -30.729
C -3.925 27.133 -29.302
O -2.806 27.294 -29.689
N -4.877 27.958 -29.556
N -4.485 26.112 -28.685
H -4.716 28.730 -30.186
H -5.779 27.507 -29.490
H -5.461 26.180 -28.433
H -3.934 25.318 -28.388
C -8.445 31.090 -29.682
O -9.656 30.845 -29.667
N -7.530 30.214 -29.336
N -7.976 32.245 -29.966
H -7.709 29.255 -29.075
H -6.576 30.509 -29.184
H -8.515 33.096 -30.036
H -6.969 32.285 -29.899
C -10.155 23.678 -30.988
O -9.908 23.650 -32.226
N -10.338 22.681 -30.202
N -10.026 24.702 -30.216
H -10.243 21.773 -30.633
H -10.692 22.797 -29.263
H -9.611 25.543 -30.593
H -10.114 24.615 -29.214
C -7.709 29.570 -21.185
C -8.732 29.820 -22.361
C -9.359 28.603 -23.068
O -9.788 30.398 -21.686
H -6.756 29.180 -21.541
H -8.053 28.839 -20.453
H -7.609 30.469 -20.576
H -8.246 30.493 -23.067
H -9.577 27.856 -22.305
H -8.696 28.205 -23.836
H -10.275 28.883 -23.588
H -10.219 29.662 -21.244
C -6.952 27.127 -33.308
C -7.730 28.229 -32.575
C -8.510 29.214 -33.452
O -8.646 27.587 -31.768
H -7.643 26.309 -33.513
H -6.143 26.819 -32.645
H -6.524 27.406 -34.270
H -7.042 28.849 -32.000
H -9.126 29.864 -32.831
H -9.076 28.623 -34.173
H -7.803 29.890 -33.932
H -8.282 27.524 -30.882
C -3.761 27.378 -25.031
C -4.287 28.797 -24.891
C -5.026 29.089 -23.584
O -3.141 29.643 -24.833
H -3.132 27.224 -24.154
H -3.025 27.269 -25.828
H -4.509 26.612 -25.234
H -4.883 29.029 -25.774
H -4.417 29.259 -22.696
H -5.708 28.246 -23.478
H -5.687 29.953 -23.648
H -2.790 29.702 -25.725
C -5.589 23.400 -26.077
C -4.774 22.511 -25.097
C -3.850 23.425 -24.257
O -5.656 21.857 -24.230
H -5.033 24.193 -26.577
H -6.316 23.990 -25.520
H -6.238 22.822 -26.735
H -4.075 21.847 -25.605
H -3.478 24.197 -24.931
H -2.992 22.945 -23.785
H -4.358 23.891 -23.414
H -6.038 21.206 -24.824
C -12.808 22.662 -25.695
C -12.144 23.667 -26.656
C -11.018 24.539 -25.975
O -11.418 22.941 -27.614
H -13.427 23.258 -25.024
H -12.084 22.101 -25.105
H -13.478 21.937 -26.157
H -12.900 24.301 -27.118
H -10.232 23.867 -25.632
H -11.360 25.267 -25.238
H -10.466 25.116 -26.716
H -11.692 22.024 -27.545
```

***

2.
C23H68N10O11 | ωB97M-V/def2-TZVPD

ΔE to the lowest compared entry with this formula, charge and spin = 142.3 kcal per mole
SMILES = NC(N)=O.NC(N)=O.NC(N)=O.NC(N)=O.NC(N)=O.CC(C)O.CC(C)O.CC(C)O.CC(C)O.CC(C)O.CC(C)O
multiplicity = 1
lowest unoccupied orbital energy = 0.1 eV
total charge = 0

```
112
C23H68N10O11 ωB97M-V/def2-TZVPD
N 25.696 8.445 -10.036
C 26.025 7.593 -9.175
N 27.330 7.475 -9.069
O 25.249 6.949 -8.510
H 26.454 8.923 -10.503
H 24.743 8.764 -10.141
H 27.848 8.058 -9.711
H 27.791 6.786 -8.492
N 23.468 4.628 -8.656
C 22.963 4.213 -9.758
N 21.669 4.019 -9.667
O 23.465 4.192 -10.881
H 22.796 4.862 -7.939
H 24.413 4.985 -8.672
H 21.267 3.642 -10.513
H 21.129 4.221 -8.838
N 21.767 9.202 -5.885
C 22.126 9.019 -7.098
N 23.183 8.216 -7.213
O 21.728 9.643 -8.088
H 20.838 9.596 -5.905
H 22.085 8.491 -5.242
H 23.627 7.830 -6.392
H 23.556 7.910 -8.100
N 21.762 11.284 -10.445
C 22.908 11.877 -10.365
N 23.463 11.285 -9.352
O 23.381 12.689 -11.169
H 21.427 10.542 -9.846
H 21.322 11.383 -11.348
H 24.448 11.483 -9.246
H 22.887 10.575 -8.922
N 29.495 10.109 -12.584
C 29.264 9.618 -11.391
N 30.418 9.321 -10.931
O 28.163 9.435 -10.834
H 30.438 10.203 -12.934
H 28.670 10.183 -13.163
H 30.519 9.119 -9.947
H 31.246 9.729 -11.343
C 26.918 11.249 -8.011
C 27.119 12.041 -6.683
C 25.821 11.863 -5.896
O 28.307 11.855 -6.048
H 27.727 11.568 -8.668
H 25.947 11.394 -8.485
H 26.993 10.162 -7.961
H 27.115 13.116 -6.864
H 25.799 12.483 -5.000
H 25.775 10.812 -5.611
H 24.958 12.219 -6.459
H 28.321 12.535 -5.371
C 30.497 8.515 -7.630
C 31.150 7.972 -6.348
C 30.040 7.409 -5.545
O 32.099 6.933 -6.700
H 29.963 7.846 -8.305
H 31.477 8.800 -8.014
H 29.868 9.383 -7.435
H 31.552 8.812 -5.782
H 29.444 6.568 -5.897
H 29.275 8.117 -5.228
H 30.457 7.200 -4.560
H 31.809 6.162 -6.207
C 26.882 12.079 -11.689
C 26.494 13.514 -12.091
C 27.507 13.954 -13.187
O 25.207 13.610 -12.718
H 26.844 11.321 -12.472
H 26.201 11.889 -10.859
H 27.834 12.153 -11.165
H 26.585 14.156 -11.215
H 27.594 13.168 -13.938
H 28.500 14.127 -12.772
H 27.184 14.894 -13.634
H 24.599 13.265 -12.060
C 27.278 7.549 -13.352
C 26.514 6.307 -13.879
C 25.438 5.813 -12.862
O 26.070 6.540 -15.201
H 27.979 7.998 -14.056
H 27.918 7.211 -12.537
H 26.572 8.312 -13.025
H 27.237 5.513 -14.066
H 25.018 4.835 -13.098
H 24.617 6.512 -13.021
H 25.867 5.814 -11.860
H 25.493 5.884 -15.600
C 26.176 5.829 -5.512
C 26.335 4.560 -4.654
C 27.754 4.343 -4.158
O 25.537 4.672 -3.488
H 26.751 5.769 -6.437
H 26.442 6.689 -4.897
H 25.097 5.928 -5.633
H 25.929 3.738 -5.245
H 28.529 4.258 -4.919
H 27.592 3.493 -3.496
H 28.231 5.106 -3.543
H 26.027 5.406 -3.112
C 28.837 4.223 -11.219
C 28.125 3.306 -10.199
C 27.091 3.937 -9.321
O 27.597 2.176 -10.865
H 27.995 4.476 -11.864
H 29.651 3.664 -11.680
H 29.110 5.159 -10.733
H 28.973 2.983 -9.596
H 27.000 3.402 -8.376
H 26.107 4.076 -9.768
H 27.454 4.962 -9.248
H 27.382 1.484 -10.235
```